1.
Molecular formula: C29H70BrCl2N2O17P5S
Method: DFT, ωB97M-V/def2-TZVPD

```
127
Properties=species:S:1:pos:R:3
C 4.18 -2.42 -0.90
C 2.62 -2.06 -1.17
C 2.40 -0.59 -0.51
O 1.06 -0.12 -0.79
C 0.62 0.60 0.42
C -0.54 1.64 -0.14
C 0.17 2.59 -1.24
C 1.70 2.92 -1.21
C 2.19 4.40 -0.77
C 2.51 4.54 0.80
C 1.36 5.61 -1.42
O -1.32 0.67 -0.80
C -2.46 0.53 -1.48
Br -2.43 -1.47 -1.97
C -3.94 0.57 -0.75
C -4.21 2.12 -0.51
C -5.12 2.92 -1.53
N -4.61 4.36 -1.53
O -4.82 -0.19 -1.55
C -6.22 -0.21 -1.49
Cl -6.69 -1.99 -1.87
P -7.15 0.51 -0.01
P -7.78 -0.95 1.48
O -8.06 -2.36 1.01
O -9.28 -0.36 2.11
O -6.68 -0.83 2.79
P -7.15 0.58 -3.01
O -8.59 -0.02 -2.90
P -3.90 -0.32 0.98
O -2.34 -0.63 1.53
Cl -4.62 -2.33 0.78
P -2.49 1.27 -3.26
O -1.11 0.52 -4.01
O -2.37 2.97 -3.30
S -3.91 0.75 -4.44
N -1.10 2.29 1.05
C -0.45 2.10 2.36
C -1.06 1.29 3.62
O 0.61 2.72 2.65
C -1.40 3.72 1.07
C -2.85 4.13 1.69
O -0.68 4.70 0.82
H 4.28 -3.33 -0.22
H 4.68 -2.56 -1.92
H 4.68 -1.53 -0.39
H 2.01 -2.83 -0.58
H 2.36 -2.06 -2.28
H 2.62 -0.74 0.61
H 3.13 0.14 -1.00
H 0.16 -0.21 1.08
H 1.53 1.12 0.84
H 0.03 2.00 -2.22
H -0.43 3.56 -1.45
H 2.08 2.88 -2.31
H 2.43 2.22 -0.69
H 3.23 4.50 -1.26
H 2.64 3.47 1.20
H 3.55 5.03 0.92
H 1.79 5.18 1.39
H 0.70 5.19 -2.27
H 2.08 6.34 -1.95
H 0.76 6.24 -0.68
H -4.63 2.27 0.55
H -3.19 2.65 -0.57
H -5.07 2.60 -2.61
H -6.21 2.93 -1.20
H -5.11 4.79 -0.74
H -4.87 4.78 -2.43
H -8.43 0.99 -0.51
H -9.12 0.57 2.41
H -6.51 0.13 2.85
H -6.65 0.11 -4.26
H -7.32 1.99 -2.89
H -1.97 -1.46 1.14
H -0.83 1.15 -4.71
H -2.36 3.37 -2.41
H -1.01 1.96 4.55
H -0.49 0.32 3.77
H -2.18 1.13 3.42
H -2.66 4.93 2.48
H -3.43 3.24 2.08
H -3.43 4.64 0.85
C -8.16 -5.33 2.09
C -7.65 -6.56 1.37
O -7.63 -6.33 -0.03
H -9.16 -5.07 1.75
H -8.19 -5.49 3.17
H -7.52 -4.47 1.88
H -8.31 -7.41 1.56
H -6.64 -6.82 1.71
H -7.04 -5.58 -0.20
C 7.69 -5.17 -1.21
C 6.37 -5.92 -1.18
O 5.36 -5.16 -1.82
H 7.59 -4.20 -0.72
H 8.48 -5.74 -0.72
H 7.99 -4.97 -2.25
H 6.06 -6.10 -0.15
H 6.46 -6.89 -1.68
H 5.63 -5.01 -2.73
C 10.31 -9.67 0.26
C 9.92 -8.48 1.11
O 8.81 -7.80 0.53
H 10.55 -9.36 -0.76
H 11.17 -10.20 0.69
H 9.47 -10.38 0.19
H 10.75 -7.77 1.16
H 9.66 -8.78 2.12
H 8.08 -8.43 0.49
C 9.50 -0.66 0.20
C 8.93 -2.06 0.27
O 7.52 -2.03 0.10
H 9.05 -0.02 0.97
H 10.58 -0.67 0.34
H 9.27 -0.20 -0.76
H 9.13 -2.51 1.25
H 9.36 -2.70 -0.50
H 7.34 -1.64 -0.77
C -1.28 9.07 2.29
C -1.71 7.70 2.78
O -2.25 6.93 1.71
H -2.13 9.60 1.85
H -0.87 9.67 3.10
H -0.52 8.98 1.50
H -2.48 7.80 3.55
H -0.86 7.16 3.21
H -1.56 6.84 1.04
```

Calculated values
Gap between HOMO and LUMO in eV: 8.29
E_HOMO in eV: -8.9297
Total charge: 0

=====

2.
Molecular formula: C29H71F3O13
Method: DFT, ωB97M-V/def2-TZVPD

```
116
Properties=species:S:1:pos:R:3
O -0.96 5.73 5.85
C -1.74 5.08 5.18
F -2.33 3.99 5.68
C -2.16 5.41 3.78
C -1.66 4.41 2.74
C -0.17 4.03 2.84
C 0.69 5.14 2.23
C 1.82 4.61 1.34
C 1.34 4.32 -0.05
F 0.58 5.38 -0.52
O -0.10 2.79 2.13
C -1.31 2.45 1.63
O -1.47 1.76 0.65
C -2.34 3.08 2.60
F -2.25 2.27 3.71
H -3.23 5.54 3.69
H -1.69 6.36 3.56
H -1.78 4.82 1.74
H 0.21 3.86 3.84
H 1.11 5.74 3.03
H 0.09 5.82 1.64
H 2.65 5.31 1.32
H 2.22 3.69 1.74
H 2.18 4.16 -0.71
H 0.72 3.43 -0.07
H -3.34 3.13 2.21
C 3.78 -0.51 1.03
C 3.17 0.79 0.56
O 3.32 1.84 1.52
H 3.33 -0.83 1.98
H 3.64 -1.30 0.30
H 4.86 -0.39 1.21
H 2.10 0.67 0.40
H 3.63 1.10 -0.39
H 4.26 1.97 1.67
C -6.88 0.91 0.64
C -6.45 2.35 0.87
O -5.08 2.55 0.53
H -6.26 0.23 1.23
H -7.92 0.77 0.93
H -6.76 0.63 -0.41
H -6.55 2.62 1.92
H -7.08 3.03 0.28
H -4.97 2.33 -0.40
C 2.70 -3.14 -3.70
C 2.57 -3.33 -2.20
O 2.37 -2.08 -1.52
H 3.53 -2.47 -3.93
H 2.86 -4.09 -4.19
H 1.79 -2.69 -4.11
H 3.48 -3.76 -1.79
H 1.74 -4.00 -1.97
H 1.56 -1.69 -1.86
C 1.41 -6.59 -7.24
C 1.27 -6.72 -5.73
O 1.07 -5.46 -5.11
H 2.24 -5.93 -7.49
H 1.57 -7.56 -7.70
H 0.50 -6.15 -7.66
H 2.19 -7.14 -5.31
H 0.44 -7.39 -5.48
H 0.26 -5.08 -5.47
C 1.20 -4.43 1.97
C 2.22 -5.55 2.01
O 2.70 -5.85 0.70
H 0.36 -4.71 1.33
H 0.82 -4.21 2.97
H 1.64 -3.52 1.56
H 1.78 -6.46 2.40
H 3.07 -5.27 2.64
H 3.10 -5.05 0.35
C 5.87 -3.55 5.68
C 5.00 -4.06 4.55
O 4.57 -3.01 3.68
H 5.34 -2.80 6.26
H 6.18 -4.35 6.34
H 6.77 -3.07 5.28
H 4.09 -4.52 4.95
H 5.53 -4.82 3.97
H 5.36 -2.61 3.31
C -1.67 9.77 6.27
C -2.98 9.04 6.46
O -3.22 8.10 5.41
H -1.67 10.30 5.32
H -1.51 10.50 7.07
H -0.84 9.07 6.26
H -3.82 9.73 6.45
H -2.99 8.51 7.42
H -2.49 7.48 5.42
C -3.01 -2.62 -7.56
C -2.30 -3.56 -6.61
O -0.88 -3.38 -6.64
H -2.65 -2.77 -8.58
H -4.09 -2.78 -7.54
H -2.82 -1.58 -7.29
H -2.48 -4.60 -6.89
H -2.67 -3.42 -5.58
H -0.70 -2.47 -6.38
C -0.26 -10.46 -3.97
C 0.42 -10.97 -5.23
O 1.12 -9.93 -5.91
H -0.97 -9.67 -4.22
H -0.81 -11.26 -3.47
H 0.46 -10.05 -3.27
H -0.30 -11.37 -5.93
H 1.13 -11.77 -4.98
H 1.77 -9.57 -5.31
C -2.26 8.88 -0.57
C -1.90 7.41 -0.59
O -2.44 6.72 0.55
H -1.89 9.35 0.34
H -1.83 9.40 -1.43
H -3.35 9.02 -0.59
H -0.83 7.27 -0.55
H -2.27 6.93 -1.51
H -3.39 6.82 0.53
```

Calculated values
Gap between HOMO and LUMO in eV: 10.36
E_HOMO in eV: -9.8540
SMILES: O=C(F)C[C@H]1[C@H](CCCF)OC(=O)[C@H]1F.CCO.CCO.CCO.CCO.CCO.CCO.CCO.CCO.CCO.CCO
Total charge: 0